[1]
DFT (the ωB97M-V functional and the def2-TZVPD basis) results for a molecular structure, C26H29N7Ru.

As for the net charge: +3. The expectation value of S² is 0.754. The multiplicity is 2.

```
63
Properties=species:S:1:pos:R:3:forces:R:3
Ru 0.012205 0.526076 -0.773210 0.121 -0.238 -0.645
N -2.137385 0.495822 -1.982501 0.385 -0.341 0.151
N 1.437441 1.867501 -1.475054 -0.185 0.054 0.020
N 0.458241 -1.306747 0.056939 -0.250 0.346 -0.041
N 0.888608 1.239214 0.982429 0.410 0.116 0.321
N -1.455206 -0.108050 0.399195 -0.612 0.234 0.442
N 1.951916 -1.267319 2.443398 -0.043 0.034 -0.047
N 1.257450 -0.479203 -2.222632 0.148 0.051 0.186
C -0.328685 -0.570994 2.401010 0.171 0.076 0.139
C -3.484677 -0.836314 1.187011 -0.293 -0.050 0.338
C 0.274440 -2.355343 -0.996560 -0.161 0.025 -0.106
C 1.149541 2.701654 0.750733 0.031 0.032 -0.105
C 0.773398 -1.376730 3.080706 -0.161 0.002 0.023
C -4.678282 0.257141 -3.094159 0.022 0.025 -0.038
C 1.798653 2.838538 -0.618789 -0.010 -0.108 0.066
C 3.007051 -1.893831 2.965817 0.081 0.022 -0.069
C 2.937229 -2.646003 4.126031 -0.074 -0.074 0.137
C -2.820992 -0.449998 0.098305 0.293 0.196 -0.305
C -1.698338 -0.590156 3.094803 0.155 -0.008 -0.073
C 3.231822 3.711518 -2.306765 -0.005 0.023 0.056
C 1.714735 -2.769452 4.764059 0.078 0.023 -0.066
C -4.436530 -0.197564 -1.807437 0.167 0.024 0.013
C 0.756876 -1.855305 -2.392881 -0.131 -0.104 -0.038
C -2.396987 0.937419 -3.217857 0.120 0.011 0.030
C -3.162201 -0.067168 -1.276899 -0.011 -0.003 -0.184
C 0.176866 0.931118 2.272042 -0.040 0.084 -0.036
C -0.654935 -1.156251 1.043077 0.218 -0.154 -0.425
C 0.603743 -2.120727 4.230337 0.035 -0.036 -0.021
C -3.642101 0.840175 -3.807690 -0.133 -0.014 -0.042
C 2.896455 2.655766 -3.149744 -0.092 -0.146 0.039
C 1.556027 0.416382 -3.360364 0.065 0.267 -0.169
C -2.929690 -0.766327 2.572896 -0.161 -0.040 -0.250
C 2.708514 3.797424 -1.017520 -0.044 -0.050 -0.040
C 1.990537 1.718356 -2.690031 -0.072 -0.010 -0.055
H 1.346676 -1.382975 0.577630 -0.056 0.009 0.030
H 1.619856 -3.357813 5.666635 0.003 -0.003 0.007
H -5.663440 0.166825 -3.531770 -0.004 -0.008 0.008
H -0.358871 -2.209000 4.712209 -0.025 0.019 0.002
H -1.216901 -2.088387 1.115388 0.066 0.021 0.208
H -1.554328 0.690409 1.030684 -0.062 -0.182 0.215
H 0.837584 1.159963 3.109383 0.014 -0.053 -0.049
H -0.075490 -1.832531 -3.096954 0.030 -0.041 0.062
H 1.537198 -2.498290 -2.805643 -0.059 0.002 0.011
H 1.796105 0.769992 1.051938 -0.063 -0.006 0.125
H 0.654476 0.551875 -3.965589 0.065 -0.028 0.081
H -5.225708 -0.643091 -1.219391 -0.032 -0.018 0.019
H -1.659198 -0.457546 4.169378 0.004 0.015 0.025
H -0.657634 1.632969 2.346428 -0.013 -0.032 0.025
H 3.942850 -1.784457 2.432599 0.027 -0.014 0.011
H -1.570810 1.395769 -3.748426 -0.055 -0.005 0.003
H 3.823552 -3.126500 4.514119 0.013 -0.007 0.004
H 2.340975 0.017796 -4.007319 -0.027 0.018 0.029
H 3.943212 4.453906 -2.642848 0.011 0.021 -0.002
H 0.185229 3.217301 0.769543 0.040 0.010 0.006
H -0.794330 -2.565957 -1.058876 0.055 -0.051 0.054
H 1.771782 3.124154 1.542338 0.019 -0.030 -0.047
H 2.133231 -0.558236 -1.705156 -0.039 0.061 -0.030
H -3.725057 -0.802573 3.307990 0.016 0.023 0.040
H -4.535083 -1.086754 1.118694 -0.015 -0.037 0.025
H 0.778949 -3.268544 -0.681023 0.027 0.008 -0.053
H 3.015871 4.586433 -0.346465 0.013 0.027 0.023
H 3.350915 2.558696 -4.125767 0.007 -0.004 -0.019
H -3.797350 1.215942 -4.808428 0.018 0.019 -0.020
```
Forces are in eV/Å.

[2]
DFT (the ωB97M-V functional and the def2-TZVPD basis) results for a molecular structure, C26H30BF4N6S3W.

As for the net charge: +3. The multiplicity is 1.

```
71
Properties=species:S:1:pos:R:3:forces:R:3
W -0.937204 -0.557313 -0.453564 0.148 0.280 -0.193
S -1.761099 5.242056 -0.355721 -0.160 -0.081 0.144
S -2.041381 -1.313196 1.169086 -0.130 -0.125 0.258
S 1.768175 -5.543929 1.109421 -0.119 0.034 0.044
F -2.305438 -1.383702 -1.565043 -0.039 0.050 -0.083
F -2.351134 -3.916035 -0.678761 -0.076 -0.119 -0.105
F -3.755048 -3.735236 -2.473499 0.038 -0.007 0.051
F -4.385384 -2.925991 -0.414883 0.018 -0.114 -0.091
N -0.298042 1.234130 0.710013 0.006 -0.087 -0.156
N -0.737756 0.376427 -2.804007 0.005 -0.098 0.054
N 0.656770 -1.281525 0.984080 -0.013 -0.039 -0.030
N -2.700581 0.843691 -0.787377 0.098 0.011 0.001
N 1.316258 0.168066 -1.096827 -0.010 -0.064 0.047
N -0.112503 -2.234769 -1.657839 -0.011 0.111 -0.028
C 1.852072 -2.987936 2.208911 0.104 0.085 0.090
C -1.761876 6.919207 -0.044430 0.109 0.032 -0.123
C 1.356519 1.353479 -1.980818 -0.001 0.011 -0.002
C -0.231548 3.589646 1.282142 0.084 -0.003 0.081
C 0.552174 3.287245 2.391861 -0.035 0.032 -0.027
C 2.272150 -2.019355 3.116107 -0.018 -0.036 -0.030
C 2.508966 -6.814125 1.965107 0.074 -0.009 -0.061
C -1.789515 1.407517 -3.006190 -0.020 0.029 0.008
C -0.621271 2.508081 0.483860 -0.071 0.022 -0.028
C 2.947219 -4.991826 3.307858 -0.036 0.048 0.077
C 1.026807 -2.542311 1.159448 -0.055 -0.081 -0.077
C 2.220539 -4.385272 2.311416 0.082 -0.074 -0.078
C 0.972885 1.977090 2.623415 0.014 0.013 0.038
C -0.656106 4.936690 0.940822 0.095 0.084 -0.148
C 1.031350 -0.357688 1.902950 -0.004 0.033 0.014
C 1.827606 1.617447 3.725482 0.013 -0.002 0.015
C -0.070109 -1.978619 -3.155740 0.042 -0.011 0.026
C -0.275301 6.115479 1.528136 -0.032 -0.036 0.124
C -3.041806 1.117473 -2.220777 -0.006 -0.034 -0.008
C 1.859130 -0.692175 2.981751 0.027 0.002 0.033
C -0.908911 7.246642 0.964039 -0.064 0.043 0.061
C -0.953241 -0.837098 -3.642146 -0.010 -0.005 -0.025
C 3.109231 -6.378525 3.108982 -0.016 -0.044 0.040
C 0.571221 0.981613 -3.205043 0.017 0.026 -0.007
C 2.243433 0.347499 3.900481 0.002 0.009 0.019
C 0.548454 0.969405 1.745782 0.001 -0.011 0.012
B -3.530746 -3.537981 -1.200977 0.009 0.140 0.138
H -2.027707 1.504715 -4.069079 0.000 0.015 0.000
H -1.368910 2.363404 -2.684653 0.012 0.003 -0.002
H 0.424765 6.187734 2.349416 -0.012 -0.004 -0.020
H 2.471076 -7.819171 1.573630 0.018 0.022 0.000
H 2.880798 0.087060 4.735762 -0.005 0.004 -0.009
H -3.722918 1.966173 -2.274490 -0.007 0.012 -0.005
H 0.972399 -1.782923 -3.403087 0.011 -0.015 0.002
H -3.463922 0.289539 -0.406739 -0.021 -0.046 0.025
H 1.833066 -0.580227 -1.556033 -0.011 -0.017 -0.010
H 1.139458 0.262213 -3.792699 -0.009 -0.020 0.003
H 3.343913 -4.476833 4.171867 -0.009 -0.007 -0.014
H 2.382829 1.618071 -2.237563 0.003 0.025 -0.002
H 0.800345 -2.587934 -1.383109 0.033 0.003 0.010
H 0.918734 2.200267 -1.454918 0.003 -0.007 0.014
H 2.129042 2.395598 4.414954 -0.002 -0.007 -0.009
H 0.405742 1.842178 -3.852795 0.006 -0.002 -0.025
H -0.677805 -0.621944 -4.678525 -0.007 0.011 -0.009
H 0.625844 -3.277526 0.473988 -0.008 -0.005 0.014
H -0.771058 -2.996933 -1.480645 -0.037 -0.002 0.024
H -2.711863 1.702281 -0.245176 -0.016 0.043 -0.001
H -0.753052 8.260054 1.303164 -0.002 -0.020 -0.002
H -2.383005 7.575545 -0.634253 0.038 -0.007 -0.014
H 1.849603 0.356781 -0.252659 0.006 0.029 0.014
H 2.914488 -2.287545 3.944863 -0.005 0.001 -0.005
H -3.566455 0.248018 -2.603166 -0.017 -0.006 0.005
H 3.638584 -7.031129 3.786863 -0.007 0.011 -0.004
H 0.856510 4.067544 3.078180 0.000 -0.006 -0.010
H -1.999514 -1.112306 -3.635959 -0.027 -0.008 -0.009
H -0.343715 -2.897788 -3.670743 -0.016 -0.015 -0.003
H -1.212200 2.720789 -0.393929 0.025 -0.006 -0.033
```
Forces are in eV/Å.

[3]
DFT (the ωB97M-V functional and the def2-TZVPD basis) results for a molecular structure, C26H30BFN2O3Tl.

As for the net charge: -1. The multiplicity is 1.

```
64
Properties=species:S:1:pos:R:3:forces:R:3
Tl -0.772918 -0.071239 -1.473333 0.113 0.040 -0.024
F -0.727104 0.561240 1.680260 0.003 0.053 0.032
O -3.693143 -1.541790 0.041525 0.036 -0.058 0.025
O -1.239036 2.516358 -0.623615 0.109 0.065 -0.027
O -3.780391 0.736175 0.169569 0.068 0.079 -0.014
N 1.405208 0.014366 0.057238 -0.229 -0.012 0.028
N -2.070976 4.602218 -0.730792 -0.017 0.003 -0.036
C -6.030435 -1.948565 0.742665 0.142 0.052 -0.044
C 2.561106 -1.887157 -0.944426 -0.064 0.049 0.035
C 2.051543 2.526882 -1.717688 0.020 0.013 0.000
C 3.653545 2.330776 0.211274 -0.022 -0.009 0.015
C 0.489742 0.109882 3.622838 0.034 -0.022 0.018
C -7.196310 -1.287023 1.127432 -0.088 -0.021 0.022
C 1.569267 -2.854282 -0.324685 0.001 0.023 0.007
C 2.235359 -3.779101 0.695882 0.017 -0.014 -0.010
C -6.136958 0.883735 0.903657 0.171 0.002 -0.063
C -1.992733 3.306934 -1.152986 -0.049 -0.063 0.041
C -2.876581 2.917628 -2.308546 0.012 0.013 -0.010
C 2.709528 -0.486483 2.085005 -0.017 -0.069 -0.066
C 3.568346 -2.385181 -1.759283 0.040 -0.078 0.000
C 0.439609 0.182398 2.257031 0.134 0.024 -0.143
C 3.364874 0.366536 -1.375601 -0.064 -0.007 0.145
C 3.341444 1.878808 -1.216134 0.037 -0.015 -0.054
C 2.452238 -0.495238 -0.724297 -0.001 0.051 -0.114
C 2.771648 -0.562627 3.467894 0.039 -0.014 0.090
C 1.529900 -0.112490 1.393922 -0.078 0.040 0.118
C -4.935719 -1.165429 0.442361 -0.130 0.139 0.081
C 0.843612 -3.670554 -1.395948 -0.015 -0.033 -0.009
C -4.987551 0.224132 0.520796 -0.201 -0.175 0.085
C 4.357828 -0.177122 -2.181989 0.023 -0.009 -0.042
C 1.673464 -0.271259 4.260069 -0.015 0.007 0.036
C 4.475581 -1.543675 -2.375855 0.050 -0.002 -0.042
C -7.248320 0.098685 1.205519 -0.115 -0.011 0.044
B -2.916697 -0.360553 -0.145067 0.163 -0.037 -0.196
H 3.709268 -0.855659 3.928953 -0.012 0.003 0.017
H 1.531515 -4.339890 -1.919609 0.010 0.006 -0.007
H -0.407394 0.350755 4.180202 -0.002 0.002 0.007
H -8.169659 0.579211 1.511034 0.002 -0.006 -0.003
H 5.056887 0.496027 -2.668353 0.009 -0.007 -0.007
H -2.244370 2.493628 -3.089129 -0.017 -0.028 0.001
H 2.699317 -3.206486 1.498806 -0.003 0.011 -0.003
H 1.723349 -0.331810 5.339280 0.001 -0.004 -0.001
H 1.210757 2.241886 -1.090896 -0.035 0.001 0.032
H 1.500353 -4.455300 1.139614 -0.015 0.004 0.005
H 0.061690 -4.285543 -0.943807 -0.007 0.003 0.006
H -6.166088 1.963784 0.966618 0.003 -0.001 0.004
H 1.830021 2.224917 -2.743032 -0.001 -0.015 -0.008
H 3.006948 -4.390395 0.218634 0.006 -0.009 -0.005
H 4.615062 1.939004 0.550121 -0.003 -0.014 -0.003
H 3.593074 -0.718388 1.502271 -0.010 0.013 -0.018
H -3.549414 2.136488 -1.954437 0.000 -0.015 -0.008
H 0.823590 -2.255896 0.199740 -0.009 -0.018 0.025
H 4.155746 2.244915 -1.854414 -0.022 0.017 0.027
H 0.382112 -3.017681 -2.138925 -0.003 0.003 -0.002
H 2.150974 3.616872 -1.691075 -0.007 0.006 -0.014
H -8.078869 -1.865422 1.371323 0.005 0.001 -0.001
H -1.572657 4.844458 0.108878 -0.010 -0.009 0.007
H 5.259263 -1.946179 -3.006676 0.004 0.009 -0.008
H 2.886901 1.988139 0.903915 -0.010 0.014 0.000
H 3.640952 -3.456737 -1.916681 0.004 0.003 -0.005
H 3.692787 3.422961 0.258077 0.017 0.008 -0.005
H -5.976200 -3.027006 0.678830 -0.009 -0.007 0.007
H -3.452331 3.747778 -2.716676 0.000 0.008 0.009
H -2.802577 5.204611 -1.057286 0.004 0.017 0.023
```
Forces are in eV/Å.

DFT total energy
In order: -40419.2326; -82250.5936; -44662.5685
Unit: eV
Largest force on an atom
In order: 0.790; 0.371; 0.279
Unit: eV/Å